C6H8CuNaO6 as an isolated structure. Source: OMol25; level of theory: ωB97M-V/def2-TZVPD.

Geometry as XYZ:
```
22
Properties=species:S:1:pos:R:3:mulliken_charge:R:1
O -0.40453 1.56662 1.44020 -0.225
C -0.58580 1.22613 0.14946 -0.375
C 0.97930 1.77263 1.83648 -0.384
O 0.12804 0.07975 -0.04774 -0.120
O 1.07122 2.48279 -0.41469 -0.616
C 1.58466 2.77385 0.84395 -0.295
H 1.53534 0.82665 1.78362 0.187
H 0.92769 2.18898 2.85047 0.350
H 2.67898 2.76875 1.02097 0.303
H 1.27038 3.79363 1.14659 0.245
O -1.52392 -0.84710 -1.49851 -0.410
C -0.16855 -0.83128 -1.16809 1.428
C -2.21390 -1.76224 -0.66250 -0.406
O 0.62959 -0.54164 -2.14526 -1.052
O 0.07955 -2.12769 -0.62145 -0.626
C -1.10787 -2.59124 0.00636 -0.353
H -2.86665 -2.37674 -1.29512 0.280
H -2.81628 -1.21729 0.07637 0.281
H -1.19102 -3.66524 -0.19825 0.287
H -1.05541 -2.39758 1.08723 0.212
Cu 1.40108 1.39642 -1.90870 0.302
Na 1.64808 -2.51816 -2.28141 0.986
```

Results
Frontier orbital gap in Eh: 0.2006
LUMO in Ha: -0.049
Spin multiplicity: 1
HOMO energy in hartree: -0.2501



C33H43FeN3O2P2S2 as an isolated structure. Source: OMol25; level of theory: ωB97M-V/def2-TZVPD.

Geometry as XYZ:
```
86
Properties=species:S:1:pos:R:3:mulliken_charge:R:1
Fe 0.11154 0.10542 -0.39541 0.971
C 3.66454 2.02998 -1.58112 -1.590
C 3.92928 0.75064 -0.80936 0.296
C 4.23662 -0.38872 -1.76868 -1.701
P 2.58187 0.19783 0.37845 1.336
C 3.18066 -1.14269 1.46075 1.047
C 4.44767 -0.77531 2.20412 -1.673
C 2.10645 -1.52064 2.46242 -1.356
C 2.22489 1.64685 1.41376 -0.541
C 3.17491 2.59008 1.62502 -0.468
C 2.81010 3.87158 2.13567 -0.807
C 1.48997 4.10341 2.50030 -1.040
C 0.48092 3.12764 2.27323 -0.113
C 0.81023 1.82376 1.80940 -0.525
N -0.08868 0.81817 1.49364 0.698
C -1.22650 0.72535 2.26601 -0.785
C -1.09848 0.91302 3.69269 -0.373
C -2.21511 0.89301 4.44032 -0.574
C -3.47078 0.78640 3.84742 -0.845
C -3.56438 0.58099 2.49191 -0.102
C -2.45429 0.45265 1.72471 -0.423
P -2.48270 0.09753 -0.09042 0.920
C -3.73626 -1.32898 -0.10885 0.367
C -3.95702 -1.74684 -1.61746 -1.072
C -3.15057 -2.54548 0.57612 -1.565
C -3.43580 1.53409 -0.73360 0.673
C -3.34477 2.79069 0.17154 -1.492
C -3.11763 1.86747 -2.19019 -1.226
H 4.48755 2.15243 -2.24108 0.643
H 3.62416 2.88202 -0.87775 0.192
H 2.81941 1.95530 -2.24370 0.231
H 4.83515 0.96657 -0.24724 0.443
H 3.33276 -0.60391 -2.30197 0.331
H 4.53585 -1.31639 -1.32171 0.381
H 5.00672 -0.01592 -2.44877 0.453
H 3.39050 -2.07076 0.88089 0.284
H 4.31104 0.08511 2.89512 0.260
H 5.30144 -0.60413 1.51251 0.335
H 4.79281 -1.51688 2.85133 0.584
H 1.81528 -0.71625 3.12199 0.413
H 2.32695 -2.44365 3.11023 0.278
H 1.11564 -1.78474 2.07544 0.097
H 4.19318 2.46999 1.37063 0.662
H 3.50560 4.74068 2.12157 0.321
H 1.25822 5.05752 2.93491 0.423
H -0.50295 3.28206 2.78057 0.323
H -0.11612 1.03162 4.10960 0.464
H -2.10881 1.02465 5.52468 0.384
H -4.42623 0.74379 4.43437 0.287
H -4.50459 0.52030 1.87946 0.290
H -4.76370 -1.10633 0.30350 0.681
H -3.03355 -2.17831 -1.93740 0.190
H -4.09770 -0.86749 -2.32264 0.194
H -4.71832 -2.50551 -1.68480 0.419
H -2.76463 -2.34524 1.57347 0.245
H -2.33145 -2.86881 -0.05388 0.174
H -3.88657 -3.31538 0.60093 0.559
H -4.51194 1.24061 -0.67786 0.475
H -2.28310 2.95534 0.37515 0.146
H -3.94657 2.70590 1.05928 0.315
H -3.70181 3.61997 -0.39432 0.569
H -2.05054 2.18056 -2.26733 0.009
H -3.57615 2.75762 -2.58592 0.455
H -3.20673 1.09619 -2.96628 0.240
C 0.97463 4.75342 -1.62272 -1.182
C 0.58071 3.40187 -1.32817 0.403
N 0.34911 2.29403 -1.10233 -0.172
H 1.04193 5.30716 -0.68201 0.304
H 0.07149 5.29432 -2.27464 0.314
H 2.04422 4.73407 -2.08059 0.279
O 2.19951 -3.49143 -0.46282 -0.706
S 0.74830 -3.38596 -0.48459 0.817
O 0.01391 -3.72528 0.72809 -0.648
N 0.29683 -1.93297 -1.02904 0.022
C -0.12845 -2.01273 -2.30350 0.501
S -0.64882 -0.61817 -3.06909 -0.392
C -0.28557 -3.40200 -2.82572 -0.003
C -0.82076 -3.76620 -4.01965 -0.654
C -0.98599 -5.09966 -4.23018 -0.536
C -0.57002 -6.02375 -3.24288 -0.501
C -0.01582 -5.65781 -2.03549 -0.876
C 0.09887 -4.30969 -1.86500 0.537
H -1.09851 -3.00684 -4.76238 0.423
H -1.48578 -5.50524 -5.09257 0.429
H -0.72870 -7.03526 -3.61999 0.348
H 0.32143 -6.27831 -1.21004 0.502
```

Results
Frontier orbital gap (alpha / beta) in Eh: 0.2442 / 0.2422
LUMO (alpha / beta) in Ha: -0.005 / -0.008
Spin multiplicity: 5
HOMO energy (alpha / beta) in hartree: -0.2489 / -0.2500
Expectation value of S²: 6.02



One molecule with the formula C2H4ClNO. Source: OMol25; level of theory: ωB97M-V/def2-TZVPD.

Geometry as XYZ:
```
9
Properties=species:S:1:pos:R:3:mulliken_charge:R:1
N 1.23173 -0.22199 0.64469 -0.585
C -0.18857 -0.03078 0.56418 0.324
O -0.79518 0.01427 1.67450 -0.574
C -0.86901 0.41591 -0.64412 -0.123
Cl 0.13060 0.06038 -1.84099 -0.234
H 1.64775 -0.93702 -0.29139 0.304
H 1.22421 -1.00024 1.58185 0.341
H -0.44511 1.59497 -0.88360 0.216
H -1.93641 0.10451 -0.80512 0.330
```

Results
Frontier orbital gap in Eh: 0.3832
LUMO in Ha: 0.017
Spin multiplicity: 1
HOMO energy in hartree: -0.3659
Structure (SMILES): NC(=O)CCl



A 2-piece molecular cluster, C4H6NO3 overall. Source: OMol25; level of theory: ωB97M-V/def2-TZVPD.

Geometry as XYZ:
```
14
Properties=species:S:1:pos:R:3:mulliken_charge:R:1
C 1.34785 1.35075 0.71639 -0.512
C 1.58895 0.63124 -0.46834 0.501
N 0.78784 -0.49819 -0.65118 -0.224
C -0.25396 -0.90150 0.15985 -0.301
C -1.35567 -2.00604 -0.15487 0.445
O -2.15515 -2.00125 0.80348 -0.706
O -1.33877 -2.65389 -1.18657 -0.669
O 2.47224 0.91509 -1.28967 -0.717
H 1.99173 2.21724 0.86530 0.274
H 0.68669 1.06168 1.51312 0.291
H -1.37590 1.82259 -1.31328 0.147
H -0.87886 -0.09405 0.58775 0.288
H 0.10512 -1.24916 1.15834 0.325
H -1.62211 1.40551 -0.74032 -0.144
```

Results
Frontier orbital gap in Eh: 0.1968
Charge: -1
LUMO in Ha: 0.022
Spin multiplicity: 1
HOMO energy in hartree: -0.1752



One molecule with the formula C6H12O. Source: OMol25; level of theory: ωB97M-V/def2-TZVPD.

Geometry as XYZ:
```
19
Properties=species:S:1:pos:R:3:mulliken_charge:R:1
C 2.60096 0.79388 0.09811 -1.213
C 1.59831 -0.30220 -0.20324 -0.178
O 0.58261 -0.26589 0.78290 -0.375
C -0.50580 -1.06866 0.45096 -0.076
C -1.79274 -0.75269 1.13183 -0.780
C -1.63879 -0.46747 -0.34393 0.207
C -1.54781 0.96892 -0.80441 -1.309
H 3.00277 0.67874 1.10898 0.291
H 2.12689 1.77793 0.02862 0.283
H 3.43341 0.75771 -0.61219 0.376
H 2.08894 -1.28933 -0.19418 0.334
H 1.16065 -0.16288 -1.20391 0.279
H -0.25509 -2.11804 0.27624 0.377
H -1.78218 0.10810 1.79565 0.234
H -2.42767 -1.57243 1.45533 0.270
H -2.16151 -1.14420 -1.01859 0.342
H -1.17498 1.03617 -1.83294 0.307
H -2.52546 1.46183 -0.76677 0.371
H -0.86046 1.52676 -0.15964 0.258
```

Results
Frontier orbital gap in Eh: 0.3853
LUMO in Ha: 0.043
Spin multiplicity: 1
HOMO energy in hartree: -0.3425
Structure (SMILES): CCO[C@H]1C[C@H]1C



C22H28FMnN12O4S as an isolated structure. Source: OMol25; level of theory: ωB97M-V/def2-TZVPD.

Geometry as XYZ:
```
69
Properties=species:S:1:pos:R:3:mulliken_charge:R:1
Mn 0.53498 -1.12613 0.01766 -0.588
C -3.91703 -0.97363 3.09809 -1.182
N -3.14894 -0.68079 1.88552 0.222
C -3.79375 0.08623 0.81653 -0.991
C -1.90489 -1.08991 1.73458 0.623
N -1.30381 -1.10722 0.55534 0.029
N -1.27100 -1.58631 2.85173 -0.117
C 0.05680 -1.90082 2.94042 0.506
N 0.48184 -2.22973 4.16071 -0.354
N 0.84083 -1.92166 1.88755 0.065
H -4.97394 -0.88719 2.86609 0.406
H -3.69397 -0.26798 3.90264 0.396
H -3.74725 -1.99734 3.43189 0.419
H -4.63877 0.62154 1.23739 0.421
H -4.17182 -0.56734 0.02466 0.326
H -3.09389 0.81558 0.40286 0.257
H -1.92238 -0.77296 -0.17387 0.030
H -1.73452 -1.39222 3.72594 0.333
H -0.13013 -2.25761 4.96090 0.211
H 1.44802 -2.44739 4.33986 0.220
H 1.77927 -2.17802 2.16068 0.047
C -0.57293 0.53554 -4.93793 -0.831
N 0.74844 0.43478 -4.32818 0.264
C 1.95467 0.61080 -4.97136 -0.820
C 2.93037 0.41328 -4.06823 -0.352
N 2.31380 0.12386 -2.85031 0.426
C 0.97185 0.12760 -3.04541 0.137
S -0.29263 -0.18646 -1.95341 -0.072
C 3.04678 -0.11857 -1.66407 0.559
C 4.28554 0.49418 -1.54188 -0.996
C 5.12178 0.13348 -0.50041 -0.511
C 4.71353 -0.88291 0.35130 -1.254
C 3.44713 -1.39578 0.19123 -0.168
N 2.57903 -0.98475 -0.75236 0.403
H -0.46865 0.91964 -5.94757 0.328
H -1.20463 1.21064 -4.36252 0.362
H -1.04756 -0.44533 -4.97074 0.355
H 2.02385 0.85921 -6.01701 0.476
H 3.99690 0.40774 -4.20337 0.594
H 4.59534 1.24261 -2.25703 0.594
H 6.08223 0.61549 -0.37609 0.511
H 5.36455 -1.26021 1.12703 0.467
H 3.11716 -2.21310 0.81518 0.695
F -1.92782 6.83985 2.39226 -0.267
C -1.84192 5.67888 1.76546 0.118
C -0.79146 4.87029 1.95431 0.089
N -0.67809 3.65229 1.30970 0.243
C 0.52178 2.85521 1.44801 -0.931
C 0.19901 1.35400 1.54459 0.741
O -0.52891 0.91776 2.41081 -0.549
O 0.85768 0.63177 0.67147 -0.314
C -1.66447 3.18965 0.45459 0.321
O -1.55782 2.11155 -0.12715 -0.571
N -2.71604 4.03283 0.29064 -0.101
C -2.94153 5.30541 0.87308 0.265
O -3.92315 5.93711 0.61921 -0.523
H 0.00334 5.15842 2.62781 0.399
H 1.02707 3.12670 2.37331 0.384
H 1.19342 3.01906 0.60281 0.210
H -3.44670 3.72809 -0.33753 0.244
N 0.00544 -4.15466 -0.11543 -0.282
C 0.03326 -5.22995 -0.91253 -0.055
C 0.48486 -4.81436 -2.14943 -0.996
C 0.70513 -3.44977 -2.00749 -0.337
N 0.41164 -3.04905 -0.76454 0.971
H -0.26626 -4.12351 0.85172 0.113
H -0.25059 -6.20910 -0.56159 0.506
H 0.63247 -5.40973 -3.03341 0.442
H 1.05749 -2.74957 -2.74469 0.433
```

Results
Frontier orbital gap (alpha / beta) in Eh: 0.1596 / 0.2034
Charge: +3
LUMO (alpha / beta) in Ha: -0.409 / -0.365
Spin multiplicity: 4
HOMO energy (alpha / beta) in hartree: -0.5685 / -0.5686
Expectation value of S²: 3.96



In order of appearance, E = -2487.5454 -4340.7981 -668.6696 -436.3664 -311.0072 -3461.4477 hartree.
In order of appearance, ΔE to the lowest compared entry with this formula, charge and spin = 149.6 22.5 353.2 611.2 136.8 71.8 kJ/mol.